{
  "formula": "C20H60O10S10",
  "method": "ωB97M-V with the def2-TZVPD basis set",
  "max_force_ev_per_a": 3.89,
  "lumo_energy_ev": -0.097,
  "total_energy_ha": -5531.79685,
  "e_above_lowest_kcal_mol": 110.29,
  "charge": 0,
  "elements": ["C", "S", "O", "C", "H", "H", "H", "H", "H", "H", "C", "S", "O", "C", "H", "H", "H", "H", "H", "H", "C", "S", "O", "C", "H", "H", "H", "H", "H", "H", "C", "S", "O", "C", "H", "H", "H", "H", "H", "H", "C", "S", "O", "C", "H", "H", "H", "H", "H", "H", "C", "S", "O", "C", "H", "H", "H", "H", "H", "H", "C", "S", "O", "C", "H", "H", "H", "H", "H", "H", "C", "S", "O", "C", "H", "H", "H", "H", "H", "H", "C", "S", "O", "C", "H", "H", "H", "H", "H", "H", "C", "S", "O", "C", "H", "H", "H", "H", "H", "H"],
  "coordinates": [[-1.3465, 0.7907, 4.1160], [-2.5805, -0.2187, 4.8622], [-2.0176, -0.9926, 6.0732], [-3.2247, 1.1389, 5.8009], [-0.9735, 0.3883, 3.1878], [-0.6223, 0.7977, 4.9307], [-1.7396, 1.7720, 3.9897], [-3.7737, 0.6784, 6.6651], [-3.9669, 1.6981, 5.1650], [-2.4399, 1.8281, 6.1364], [-5.3536, -0.4641, -3.4514], [-3.5804, -0.5248, -3.6381], [-3.1106, 0.8524, -3.1772], [-3.2037, -1.7090, -2.3105], [-5.5813, -1.4703, -3.3057], [-5.7173, -0.1471, -4.4163], [-5.7884, 0.1881, -2.6744], [-2.0891, -1.8841, -2.1062], [-3.6873, -2.6708, -2.5436], [-3.6987, -1.2510, -1.3805], [1.4069, -1.8010, -2.9913], [3.0573, -1.2367, -2.6331], [4.0645, -2.3765, -2.8151], [3.2853, -0.3278, -4.1533], [1.6223, -2.5070, -3.7412], [0.7203, -1.0276, -3.3191], [1.0968, -2.4346, -2.1065], [3.2365, -0.8939, -5.0982], [4.3659, 0.0758, -3.9796], [2.6311, 0.4668, -4.0396], [-4.7436, 1.2603, 0.0833], [-3.5565, 1.4074, 1.3707], [-2.4957, 2.2493, 0.6634], [-4.2645, 2.6922, 2.2963], [-5.0855, 2.1733, -0.2907], [-5.6218, 0.7750, 0.5685], [-4.2579, 0.7040, -0.6738], [-3.4620, 3.1601, 2.8806], [-5.1641, 2.4869, 2.8908], [-4.5734, 3.5183, 1.6170], [0.1062, 1.6536, -4.9107], [-0.4380, 3.3200, -5.2802], [0.5783, 4.2440, -4.6230], [0.2277, 3.2099, -6.8856], [-0.7072, 1.0764, -5.3975], [-0.0169, 1.3599, -3.8664], [1.0416, 1.3328, -5.3538], [-0.3708, 2.5475, -7.5313], [1.2959, 2.9812, -6.8646], [0.0563, 4.1591, -7.2845], [2.0446, -2.4326, 1.8046], [0.2869, -2.5779, 2.1369], [0.1033, -4.0621, 1.9403], [0.0676, -2.4003, 3.8736], [2.3253, -2.4732, 0.7216], [2.6687, -3.2909, 2.2049], [2.4135, -1.6400, 2.3686], [0.5007, -3.1099, 4.5124], [-0.9933, -2.3282, 4.1311], [0.4555, -1.4066, 4.1720], [2.8676, 3.9607, 3.5187], [1.5170, 2.8147, 3.7736], [1.1248, 2.7981, 5.2588], [0.2605, 3.8389, 2.9696], [2.6165, 4.9818, 3.6602], [3.2717, 3.9035, 2.4668], [3.6397, 3.5823, 4.2822], [0.2379, 4.6178, 3.7704], [-0.7199, 3.4530, 2.8183], [0.5888, 4.2019, 1.9667], [0.6175, 1.0856, 1.0861], [0.3600, 1.2794, -0.6162], [1.6439, 0.9847, -1.3716], [-0.7575, -0.0549, -0.9628], [1.0930, 0.0544, 1.1605], [-0.3583, 1.4656, 1.4991], [1.4674, 1.7338, 1.3914], [-0.4203, -1.0286, -0.7746], [-0.9523, -0.0522, -2.0796], [-1.7234, 0.1122, -0.4910], [4.3739, 0.2064, 0.2463], [4.7499, 1.0154, 1.8129], [3.5994, 0.5665, 2.7334], [6.0215, -0.2280, 2.1046], [5.2347, -0.2671, -0.1423], [4.0532, 1.0502, -0.3835], [3.5287, -0.5191, 0.3450], [6.9774, 0.0153, 1.6913], [5.6556, -1.2264, 1.7872], [6.0757, -0.2364, 3.2199], [-0.6604, -4.4962, -1.8736], [-0.1594, -6.0505, -1.2832], [0.1351, -6.9686, -2.5216], [1.4999, -5.5038, -0.9330], [-0.1664, -4.1368, -2.8195], [-0.4204, -3.7286, -1.1493], [-1.7683, -4.3816, -2.0056], [2.0423, -4.9882, -1.7576], [1.9148, -6.4199, -0.5869], [1.5258, -4.7629, -0.1313]]
}


{
  "formula": "C20H60O10S6",
  "method": "ωB97M-V with the def2-TZVPD basis set",
  "max_force_ev_per_a": 12.26,
  "lumo_energy_ev": 0.204,
  "total_energy_ha": -3938.88963,
  "e_above_lowest_kcal_mol": 6.88,
  "charge": 0,
  "elements": ["C", "C", "O", "H", "H", "H", "H", "H", "H", "C", "C", "O", "H", "H", "H", "H", "H", "H", "C", "C", "O", "H", "H", "H", "H", "H", "H", "C", "C", "O", "H", "H", "H", "H", "H", "H", "C", "S", "O", "C", "H", "H", "H", "H", "H", "H", "C", "S", "O", "C", "H", "H", "H", "H", "H", "H", "C", "S", "O", "C", "H", "H", "H", "H", "H", "H", "C", "S", "O", "C", "H", "H", "H", "H", "H", "H", "C", "S", "O", "C", "H", "H", "H", "H", "H", "H", "C", "S", "O", "C", "H", "H", "H", "H", "H", "H"],
  "coordinates": [[2.9791, 0.4427, -3.6779], [1.6411, 0.1787, -4.1359], [1.4861, -1.0773, -4.4649], [3.0831, -0.4233, -2.9199], [2.9951, 1.2997, -3.3419], [3.8201, 0.2197, -4.4179], [1.1481, 0.7387, -5.0929], [0.9091, 0.2087, -3.4429], [0.6371, -1.1373, -4.8159], [0.3811, -3.0083, 4.1531], [1.2911, -3.5743, 3.0171], [2.4421, -4.0093, 3.6551], [0.2191, -3.8373, 4.8791], [-0.6369, -2.6843, 3.8081], [0.8531, -2.0573, 4.6031], [1.4811, -2.6293, 2.4621], [0.7431, -4.1273, 2.5321], [2.8101, -4.4243, 2.8841], [-2.5129, -3.5773, 1.2801], [-3.6099, -2.5223, 0.7701], [-4.1299, -3.0183, -0.4669], [-1.8979, -3.1683, 1.9781], [-1.6279, -3.6193, 0.7761], [-2.8669, -4.6983, 1.3181], [-3.1069, -1.4943, 0.5061], [-4.1609, -2.2723, 1.5651], [-5.1519, -3.1113, -0.4879], [-1.2409, 2.5727, -6.0489], [-2.3629, 2.4257, -5.0769], [-1.8399, 3.0517, -3.8389], [-1.7249, 2.6337, -7.0419], [-0.4939, 1.8737, -6.1009], [-0.7009, 3.4417, -5.8629], [-2.3019, 1.4377, -4.7229], [-3.2979, 2.8457, -5.4259], [-2.1969, 2.6147, -3.0719], [-1.7119, -0.0233, 5.4391], [-1.7389, 0.2857, 3.5601], [-2.9739, -0.5163, 3.2821], [-2.2359, 2.0127, 3.6061], [-1.5689, -0.9043, 5.8611], [-2.7189, 0.0967, 5.7021], [-0.9449, 0.5907, 5.8901], [-3.0259, 2.4597, 4.1771], [-2.5569, 2.2817, 2.6181], [-1.4019, 2.6287, 3.8271], [2.5821, 0.1127, 3.6731], [2.3311, 1.7807, 3.3691], [1.0591, 2.1167, 4.3031], [3.7011, 2.5517, 4.2051], [2.9261, 0.0147, 4.7711], [3.4811, -0.2143, 3.0541], [1.7081, -0.5673, 3.4751], [4.6651, 2.2457, 3.8731], [3.6791, 2.3637, 5.1511], [3.7631, 3.6597, 4.1501], [4.0911, -2.1823, -0.2919], [4.1491, -3.8983, -0.1049], [3.7861, -4.2713, 1.3451], [2.6401, -4.2593, -0.9719], [5.0011, -1.6803, 0.1601], [3.3011, -1.7863, 0.3001], [4.0231, -1.9763, -1.2799], [2.2091, -5.1613, -0.8969], [2.5341, -4.2173, -2.1179], [1.6921, -3.5643, -0.8609], [1.4811, 3.7637, -2.1999], [2.0021, 3.8867, -0.4229], [2.4721, 2.4207, -0.1089], [3.5031, 4.8027, -0.7659], [0.4261, 3.3347, -2.3289], [2.2161, 3.1317, -2.6939], [1.5671, 4.6617, -2.6369], [4.1321, 4.2457, -1.5689], [4.2221, 4.8727, 0.0351], [3.0671, 5.8367, -1.0619], [-4.7409, -0.3143, -3.0649], [-3.7649, 0.1527, -1.6389], [-3.0199, 1.4427, -2.0569], [-5.0189, 0.5617, -0.5629], [-3.9299, -0.5773, -3.8629], [-5.1749, 0.4077, -3.4649], [-5.4029, -1.0863, -2.9579], [-5.9499, 0.9547, -1.1479], [-4.7449, 1.2987, 0.0871], [-5.2519, -0.2523, -0.0019], [-0.6319, 1.3737, 0.2901], [0.5951, 0.0617, 0.0871], [0.3071, -0.9003, 1.2791], [-0.2779, -0.9473, -1.1289], [-0.6949, 1.9697, -0.5879], [-0.1249, 1.9387, 0.9971], [-1.5849, 0.9907, 0.6631], [-0.6599, -0.3993, -1.9989], [-1.1289, -1.5213, -0.7299], [0.6081, -1.6063, -1.4419]]
}